Density functional theory data (ωB97M-V/def2-TZVPD) for a cluster of 6 separate species, C43H53N2O22P2 in total.

The frontier orbital gap is 7.01 eV. The multiplicity is 1. As for the max |F|: 0.55 eV Å⁻¹. The calculation puts the LUMO energy at -3.9 eV. Its charge is +1.

The geometry in XYZ format:
```
122
C43H53N2O22P2 ωB97M-V/def2-TZVPD
C -3.585 -3.288 1.373
O -2.425 -2.533 1.688
C -1.598 -2.315 0.563
C -0.744 -1.073 0.801
C 0.685 -1.172 0.230
C 1.014 -0.059 -0.771
C 1.440 1.250 -0.078
C 2.912 1.618 -0.267
C 3.167 3.110 -0.049
C 4.642 3.432 0.262
P 5.025 3.796 1.980
C 4.420 5.408 2.529
C 2.923 5.719 2.397
C 2.031 5.077 3.454
C 0.536 5.146 3.127
N 0.089 4.532 1.884
P 4.728 2.037 3.336
N 3.127 1.582 3.123
O 4.709 3.057 4.627
H -4.360 -2.647 0.947
H -3.354 -4.095 0.670
H -3.954 -3.726 2.300
H -2.223 -2.202 -0.333
H -0.958 -3.194 0.400
H -1.248 -0.206 0.366
H -0.720 -0.926 1.881
H 1.393 -1.118 1.064
H 0.840 -2.149 -0.232
H 1.803 -0.388 -1.450
H 0.104 0.140 -1.333
H 1.218 1.170 0.994
H 0.833 2.084 -0.446
H 3.221 1.343 -1.277
H 3.537 1.045 0.427
H 2.894 3.647 -0.958
H 2.505 3.478 0.738
H 5.273 2.581 -0.015
H 5.016 4.293 -0.294
H 6.416 3.912 2.023
H 5.001 6.119 1.939
H 4.730 5.489 3.574
H 2.846 6.803 2.514
H 2.569 5.512 1.386
H 2.186 5.624 4.390
H 2.324 4.049 3.677
H -0.013 4.671 3.942
H 0.223 6.191 3.113
H 0.436 3.590 1.753
H 0.320 5.080 1.066
H 3.029 0.612 2.849
H 2.448 2.165 2.653
H 4.680 2.576 5.472
C -7.797 -2.718 -1.658
C -9.038 -3.022 -2.073
C -9.576 -4.445 -2.069
O -10.719 -4.583 -2.461
C -8.719 -5.518 -1.614
C -7.485 -5.206 -1.197
C -6.952 -3.786 -1.193
O -5.803 -3.663 -0.799
O -6.589 -6.077 -0.760
O -9.907 -2.138 -2.522
H -7.408 -1.710 -1.663
H -9.102 -6.528 -1.624
H -5.805 -5.549 -0.495
H -10.717 -2.641 -2.745
C -1.670 -6.891 -1.168
C -0.851 -6.582 -2.185
C -1.353 -6.366 -3.602
O -0.505 -6.070 -4.426
C -2.761 -6.517 -3.875
C -3.584 -6.828 -2.861
C -3.082 -7.024 -1.438
O -3.928 -7.280 -0.598
O -4.887 -6.981 -2.996
O 0.456 -6.428 -2.069
H -1.320 -7.043 -0.157
H -3.109 -6.371 -4.888
H -5.257 -7.184 -2.111
H 0.779 -6.212 -2.968
C -0.745 -4.722 7.251
C 0.224 -4.720 6.325
C -0.047 -4.422 4.861
O 0.928 -4.423 4.126
C -1.399 -4.154 4.440
C -2.370 -4.159 5.366
C -2.098 -4.434 6.833
O -3.063 -4.393 7.574
O -3.645 -3.927 5.105
O 1.499 -4.966 6.579
H -0.559 -4.931 8.295
H -1.590 -3.943 3.395
H -4.113 -3.994 5.963
H 1.960 -4.901 5.718
C -2.144 -1.240 -6.537
C -1.409 -0.329 -7.194
C -0.564 0.708 -6.476
O 0.071 1.472 -7.179
C -0.562 0.728 -5.029
C -1.299 -0.182 -4.378
C -2.130 -1.230 -5.096
O -2.737 -2.003 -4.376
O -1.382 -0.275 -3.060
O -1.342 -0.242 -8.509
H -2.745 -1.983 -7.044
H 0.032 1.476 -4.525
H -1.986 -1.031 -2.892
H -0.737 0.499 -8.710
C 5.597 8.343 -1.325
C 6.144 9.452 -1.862
C 7.631 9.758 -1.756
O 8.002 10.781 -2.292
C 8.482 8.831 -1.040
C 7.929 7.733 -0.510
C 6.451 7.429 -0.629
O 6.062 6.385 -0.103
O 8.612 6.816 0.162
O 5.465 10.359 -2.519
H 4.543 8.120 -1.400
H 9.536 9.054 -0.960
H 7.970 6.126 0.413
H 6.106 11.046 -2.801
```

Atomic partial charges in e from the Löwdin method, atoms 1 to 8: -0.09 -0.21 -0.23 -0.15 -0.19 -0.19 -0.21 -0.22